Entry from OMol25: 2 unconnected molecules or ions with the total composition C7H12BrN2 at a distorted geometry (the ωB97M-V functional and the def2-TZVPD basis).

Geometry as XYZ:
```
22
Properties=species:S:1:pos:R:3:forces:R:3:mulliken_charge:R:1
C 1.20052 -0.71488 -0.81766 0.3410 1.1819 -0.8979 -0.35
C 2.01689 -0.29291 -1.82300 -0.6628 -0.2679 1.9471 -0.96
C 1.25491 1.56663 -0.85452 -1.6070 -0.4579 1.5941 -0.80
C 0.68225 0.44036 -0.21119 -1.3105 1.7831 2.0291 0.69
C -1.82033 0.01748 2.68399 1.8938 -1.5249 0.2347 -0.92
C -0.41108 -1.69930 1.59222 0.7905 -4.6149 0.5473 -0.91
C -0.25859 0.62390 0.90181 -0.7055 -1.8088 -0.4052 0.25
N 2.06257 1.07004 -1.76239 0.8503 0.1550 -1.8601 0.02
N -0.77761 -0.36829 1.66459 -0.7344 4.9641 -1.2742 0.09
Br -1.26753 1.60033 -4.58130 -0.9186 -1.1862 -1.1596 -0.23
H 0.92332 -1.66446 -0.54687 -0.1810 -2.0268 -0.0251 0.55
H 2.68812 -0.85315 -2.38847 0.7346 -0.5926 -1.1551 0.46
H 0.98791 2.59296 -0.61722 0.5884 -0.1084 -0.5388 0.38
H -2.07959 1.02936 2.55510 -0.5241 1.0304 -0.1894 0.27
H -2.63669 -0.67124 2.61452 -0.6627 -0.1351 -0.3229 0.38
H -1.38206 -0.13738 3.68188 -0.0277 0.1810 -0.2975 0.38
H -0.56136 -2.10088 2.65959 0.9275 0.3694 -1.4539 0.34
H -1.11786 -2.48359 1.01350 1.3798 2.3010 0.6360 0.27
H 0.67853 -1.77819 1.19920 -2.0800 -0.2226 1.2346 0.42
H -0.72833 1.62794 1.06892 0.8557 -0.9869 -0.0353 0.24
H 2.54527 1.52832 -2.51418 0.1065 0.7841 0.1947 0.23
H -1.99925 0.66695 -5.51852 0.9461 1.1829 1.1975 0.23
```
Positions in Å, forces in eV/Å.

HOMO-LUMO gap (eV): 8.530
Calculated total energy (hartree): -2957.17207
Charge: +1